No. 1
The following is a quantum chemistry calculation of a cluster of 6 separate species, C7H21FN3O7 in total, from OMol25.

Properties
- Multiplicity: 2
- HOMO level (spin up / spin down): -3.645 / -8.363 eV

Atoms and positions in Å:
1 N -8.391 9.449 6.067
2 H -9.225 9.714 6.571
3 H -7.606 9.175 6.641
4 H -8.072 10.296 5.618
5 H -8.643 8.844 5.299
6 N -11.694 8.626 4.870
7 H -11.805 9.515 4.404
8 H -10.825 8.161 4.650
9 H -12.475 8.040 4.616
10 H -11.619 8.887 5.843
11 N -8.588 12.041 2.105
12 H -8.597 11.032 2.062
13 H -9.473 12.188 2.569
14 H -8.612 12.518 1.216
15 H -7.918 12.506 2.701
16 C -13.352 12.395 2.488
17 C -11.899 12.176 2.911
18 O -11.080 13.068 2.807
19 O -11.552 11.237 3.657
20 H -13.633 11.810 1.612
21 H -13.530 13.470 2.464
22 H -13.977 12.034 3.305
23 C -10.452 8.223 1.836
24 C -9.197 8.545 2.658
25 O -8.435 9.443 2.175
26 O -9.259 8.131 3.802
27 H -10.361 8.834 0.937
28 H -11.231 8.807 2.326
29 H -10.556 7.163 1.605
30 C -11.710 3.670 1.276
31 C -11.260 3.761 2.760
32 O -12.323 3.165 3.483
33 C -12.998 2.374 2.625
34 O -13.842 1.601 2.969
35 O -12.762 2.633 1.320
36 F -11.148 5.033 3.134
37 H -10.813 3.338 0.753
38 H -12.136 4.591 0.878
39 H -10.259 3.396 2.991

***

No. 2
The following is a quantum chemistry calculation of a cluster of 7 separate species, C7H21N7O14 in total, from OMol25.

Properties
- SMILES string: C[N+](=O)[O-].C[N+](=O)[O-].C[N+](=O)[O-].C[N+](=O)[O-].C[N+](=O)[O-].C[N+](=O)[O-].C[N+](=O)[O-]
- Multiplicity: 1
- HOMO level: -10.814 eV
- Relative energy (zero: lowest compared OMol25 entry of this formula, charge and spin): 1.7001 eV

Atoms and positions in Å:
1 C 1.728 -3.566 2.223
2 N 1.379 -4.039 0.884
3 O 1.350 -5.238 0.737
4 O 1.191 -3.249 -0.002
5 H 0.903 -3.850 2.876
6 H 1.725 -2.477 2.170
7 H 2.614 -4.128 2.520
8 C 0.815 -0.161 0.466
9 N 1.165 1.196 0.013
10 O 0.608 1.686 -0.980
11 O 2.081 1.747 0.639
12 H -0.031 -0.132 1.153
13 H 1.675 -0.637 0.936
14 H 0.519 -0.685 -0.442
15 C -2.601 -0.331 4.200
16 N -1.199 -0.695 4.462
17 O -0.349 -0.704 3.562
18 O -0.969 -1.059 5.619
19 H -3.052 -0.014 5.141
20 H -3.170 -1.208 3.892
21 H -2.545 0.516 3.517
22 C 0.148 2.309 -4.650
23 N 0.033 3.748 -4.471
24 O -0.841 4.223 -5.039
25 O 0.896 4.258 -3.762
26 H 0.833 1.939 -3.887
27 H 0.839 2.198 -5.486
28 H -0.764 1.713 -4.613
29 C 2.067 4.781 2.545
30 N 0.715 5.372 2.205
31 O 0.607 6.040 1.203
32 O -0.222 4.803 2.792
33 H 2.056 4.043 3.347
34 H 2.601 5.696 2.801
35 H 2.546 4.388 1.648
36 C 0.771 -1.345 -4.783
37 N -0.063 -1.694 -3.605
38 O 0.448 -2.145 -2.624
39 O -1.279 -1.510 -3.769
40 H 0.427 -0.473 -5.341
41 H 0.793 -2.186 -5.475
42 H 1.773 -1.054 -4.468
43 C -2.228 -2.905 -0.157
44 N -3.056 -2.192 0.817
45 O -2.665 -1.050 1.071
46 O -4.009 -2.705 1.293
47 H -1.653 -2.189 -0.744
48 H -2.950 -3.374 -0.824
49 H -1.660 -3.660 0.387

***

No. 3
The following is a quantum chemistry calculation of a cluster of 7 separate species, C7H21N7O14 in total, from OMol25.

Properties
- SMILES string: C[N+](=O)[O-].C[N+](=O)[O-].C[N+](=O)[O-].C[N+](=O)[O-].C[N+](=O)[O-].C[N+](=O)[O-].C[N+](=O)[O-]
- Multiplicity: 1
- HOMO level: -11.044 eV
- Relative energy (zero: lowest compared OMol25 entry of this formula, charge and spin): 2.6167 eV

Atoms and positions in Å:
1 C -2.289 -23.201 25.108
2 N -3.554 -22.687 24.532
3 O -4.036 -21.770 25.175
4 O -3.959 -23.074 23.453
5 H -1.842 -22.600 25.900
6 H -1.520 -23.535 24.412
7 H -2.372 -24.107 25.708
8 C 0.256 -28.827 20.837
9 N 1.645 -29.190 21.288
10 O 2.286 -28.230 21.688
11 O 2.002 -30.395 21.247
12 H 0.329 -28.055 20.071
13 H -0.377 -28.377 21.602
14 H -0.154 -29.682 20.299
15 C -2.040 -15.253 24.771
16 N -1.956 -15.330 23.241
17 O -0.855 -15.406 22.741
18 O -3.005 -15.510 22.708
19 H -2.529 -14.326 25.069
20 H -1.109 -15.385 25.322
21 H -2.693 -16.051 25.124
22 C -9.267 -18.018 21.621
23 N -10.240 -19.145 21.387
24 O -11.013 -19.370 22.275
25 O -10.185 -19.821 20.326
26 H -9.921 -17.164 21.793
27 H -8.761 -17.961 20.657
28 H -8.611 -18.029 22.492
29 C -2.872 -29.155 30.279
30 N -1.613 -29.215 29.530
31 O -1.493 -30.189 28.758
32 O -0.786 -28.371 29.677
33 H -2.710 -28.542 31.166
34 H -3.042 -30.175 30.623
35 H -3.598 -28.847 29.526
36 C 6.144 -23.827 26.533
37 N 5.442 -22.645 27.217
38 O 4.521 -22.984 27.892
39 O 5.808 -21.468 27.065
40 H 7.210 -23.860 26.756
41 H 6.135 -23.626 25.462
42 H 5.592 -24.753 26.695
43 C -8.278 -27.599 22.820
44 N -7.845 -27.317 24.196
45 O -6.679 -27.408 24.517
46 O -8.664 -26.778 24.932
47 H -7.370 -27.921 22.310
48 H -8.492 -26.641 22.345
49 H -9.055 -28.354 22.704

***

No. 4
The following is a quantum chemistry calculation of a cluster of 7 separate species, C7H21N7O14 in total, from OMol25.

Properties
- SMILES string: C[N+](=O)[O-].C[N+](=O)[O-].C[N+](=O)[O-].C[N+](=O)[O-].C[N+](=O)[O-].C[N+](=O)[O-].C[N+](=O)[O-]
- Multiplicity: 1
- HOMO level: -9.412 eV
- Relative energy (zero: lowest compared OMol25 entry of this formula, charge and spin): 16.0577 eV

Atoms and positions in Å:
1 C 0.811 0.007 0.147
2 N -0.339 0.316 -0.772
3 O -0.556 -0.564 -1.518
4 O -0.786 1.409 -0.909
5 H 0.894 0.964 0.661
6 H 1.785 -0.108 -0.329
7 H 0.531 -0.723 0.907
8 C 2.639 -1.857 -0.768
9 N 2.164 -2.645 0.397
10 O 2.015 -2.112 1.466
11 O 1.784 -3.783 0.083
12 H 1.915 -1.957 -1.577
13 H 3.581 -2.240 -1.159
14 H 2.807 -0.811 -0.510
15 C -3.258 -0.768 2.010
16 N -2.091 -0.637 1.056
17 O -0.987 -0.313 1.489
18 O -2.292 -0.979 -0.159
19 H -4.012 -0.151 1.520
20 H -2.982 -0.490 3.027
21 H -3.656 -1.783 2.034
22 C 0.465 2.742 -1.921
23 N 0.665 3.919 -2.734
24 O 1.546 3.856 -3.609
25 O 0.080 4.913 -2.383
26 H 1.371 2.225 -1.605
27 H -0.181 2.017 -2.416
28 H 0.048 3.147 -0.999
29 C -2.183 0.707 -2.083
30 N -3.561 0.024 -2.240
31 O -4.330 0.473 -3.037
32 O -3.820 -0.926 -1.531
33 H -2.259 1.702 -2.520
34 H -1.545 -0.039 -2.558
35 H -2.101 0.924 -1.018
36 C -0.491 -2.276 1.223
37 N -0.364 -3.565 1.907
38 O 0.756 -3.797 2.393
39 O -1.321 -4.321 1.970
40 H 0.293 -2.304 0.466
41 H -0.322 -1.490 1.959
42 H -1.451 -2.156 0.721
43 C 2.819 2.003 2.480
44 N 2.565 1.880 1.048
45 O 1.588 2.388 0.537
46 O 3.422 1.257 0.429
47 H 2.337 1.070 2.773
48 H 2.141 2.754 2.886
49 H 3.867 2.096 2.765

***

No. 5
The following is a quantum chemistry calculation of a cluster of 3 separate species, C7H21NO2 in total, from OMol25.

Properties
- SMILES string: CCCCNCCC.O.O
- Multiplicity: 1
- HOMO level: -8.525 eV
- Relative energy (zero: lowest compared OMol25 entry of this formula, charge and spin): 1.1569 eV

Atoms and positions in Å:
1 C 2.415 -0.570 -1.051
2 C 0.927 -0.654 -1.563
3 C 0.393 -2.054 -1.240
4 C -0.083 -2.367 0.162
5 N -1.270 -1.667 0.667
6 C -0.959 -0.470 1.457
7 C -1.889 0.732 0.978
8 C -0.978 1.935 0.926
9 H 2.612 0.446 -0.705
10 H 2.515 -1.352 -0.271
11 H 3.200 -0.771 -1.800
12 H 0.546 0.176 -0.963
13 H 0.868 -0.478 -2.640
14 H -0.422 -2.272 -1.943
15 H 1.198 -2.741 -1.556
16 H -0.376 -3.477 0.164
17 H 0.731 -2.453 0.928
18 H -1.894 -1.596 -0.126
19 H -1.277 -0.784 2.479
20 H 0.112 -0.242 1.445
21 H -2.271 0.387 -0.001
22 H -2.769 0.928 1.616
23 H -0.519 2.066 1.925
24 H -0.216 1.954 0.146
25 H -1.604 2.827 0.857
26 O 2.602 2.081 2.016
27 H 2.123 2.785 1.564
28 H 1.846 1.600 2.371
29 O -2.078 2.328 -1.780
30 H -1.244 2.324 -2.270
31 H -2.239 1.378 -1.791

***

No. 6
The following is a quantum chemistry calculation of a structure of composition C7H22AgFO7, from OMol25.

Properties
- Charge: -1
- Multiplicity: 2
- HOMO level (spin up / spin down): -0.827 / -5.659 eV

Atoms and positions in Å:
1 Ag -1.773 0.500 1.894
2 F -0.300 0.087 -0.303
3 C 0.193 1.304 -3.889
4 O -0.409 1.629 -2.675
5 H -0.141 0.362 -4.322
6 H 0.109 2.144 -4.579
7 H 1.273 1.298 -3.739
8 H -0.317 0.979 -1.975
9 C 3.169 0.226 -0.873
10 C 2.855 -1.237 -0.397
11 O 1.819 -1.794 -1.144
12 O 2.367 1.179 -0.159
13 H 2.785 0.369 -1.883
14 H 4.241 0.419 -0.925
15 H 2.596 -1.156 0.659
16 H 3.753 -1.855 -0.402
17 H 0.964 -1.454 -0.870
18 H 1.549 0.715 0.035
19 C -0.865 -3.207 0.902
20 C -1.217 -4.007 2.205
21 O -0.821 -3.308 3.367
22 O -1.650 -2.024 0.776
23 H -1.064 -3.867 0.058
24 H 0.168 -2.905 0.733
25 H -0.869 -5.039 2.238
26 H -2.280 -4.241 2.144
27 H -1.154 -3.752 4.151
28 H -1.119 -1.357 0.335
29 C -0.753 3.192 1.134
30 C -2.116 3.205 0.431
31 O -2.502 1.870 0.021
32 O -0.871 2.636 2.367
33 H -0.426 4.232 1.160
34 H 0.005 2.661 0.559
35 H -2.096 3.803 -0.480
36 H -2.890 3.679 1.035
37 H -1.833 1.571 -0.600
38 H -0.377 3.147 3.012